# C3H4FN

An isolated molecule of C3H4FN in a non-equilibrium geometry (ωB97M-V/def2-TZVPD, the Open Molecules 2025 dataset).

Results
- SMILES = N#CCCF
- energy relative to the best compared isomer or geometry (same formula, charge and spin) (kcal per mole) = 17.5
- total charge = 0
- highest occupied orbital energy (eV) = -12.22
- LUMO (eV) = 0.72
- total energy (Eh) = -271.2753
- orbital gap (eV) = 12.934

Last column: natural (NBO) charge in e.
Element x y z (Å)
1 N 2.676 0.336 -0.149  -0.332
2 C 1.594 0.063 0.065  0.256
3 C 0.067 -0.527 0.416  -0.464
4 C -0.801 0.298 -0.393  0.022
5 F -2.092 0.356 0.148  -0.366
6 H 0.094 -1.589 0.093  0.244
7 H -0.244 -0.476 1.521  0.277
8 H -0.959 0.238 -1.409  0.194
9 H -0.335 1.302 -0.291  0.169

# CH2N2O2S2

An isolated molecule of CH2N2O2S2 in a non-equilibrium geometry (ωB97M-V/def2-TZVPD, the Open Molecules 2025 dataset).

Results
- SMILES = [H]/N=[N+](\[O-])OSC=S
- energy relative to the best compared isomer or geometry (same formula, charge and spin) (kcal per mole) = 102.9
- total charge = 0
- highest occupied orbital energy (eV) = -8.99
- LUMO (eV) = -0.58
- total energy (Eh) = -1095.4858
- orbital gap (eV) = 8.413

Last column: natural (NBO) charge in e.
Element x y z (Å)
1 H 1.504 -0.720 1.602  0.380
2 N 0.962 -0.062 1.055  -0.463
3 N -0.171 0.167 1.463  0.569
4 O -0.768 -0.026 2.467  -0.328
5 O -1.019 0.915 0.364  -0.584
6 S -0.249 1.423 -0.957  0.715
7 C -0.078 -0.105 -1.795  -0.544
8 S -0.410 -1.654 -1.309  0.027
9 H 0.230 0.062 -2.890  0.227

# ClHOS

A cluster of 2 separate species, ClHOS in total in a non-equilibrium geometry (ωB97M-V/def2-TZVPD, the Open Molecules 2025 dataset).

Results
- energy relative to the best compared isomer or geometry (same formula, charge and spin) (kcal per mole) = 94.8
- total charge = 0
- highest occupied orbital energy (spin up / spin down) (eV) = -9.20 / -9.20
- LUMO (spin up / spin down) (eV) = -3.82 / -3.83
- total energy (Eh) = -933.9980
- orbital gap (spin up / spin down) (eV) = 5.372 / 5.363

Last column: natural (NBO) charge in e.
Element x y z (Å)
1 O -2.529 0.473 0.337  -0.520
2 S -0.231 -1.149 -0.072  -0.014
3 Cl -3.799 -0.206 -0.158  0.422
4 H -1.277 -1.999 -0.363  0.112

# C4H12NO2

A cluster of 2 separate species, C4H12NO2 in total in a non-equilibrium geometry (ωB97M-V/def2-TZVPD, the Open Molecules 2025 dataset).

Results
- energy relative to the best compared isomer or geometry (same formula, charge and spin) (kcal per mole) = 14.9
- total charge = -1
- highest occupied orbital energy (eV) = -2.66
- LUMO (eV) = 3.83
- total energy (Eh) = -364.8317
- orbital gap (eV) = 6.482

Last column: natural (NBO) charge in e.
Element x y z (Å)
1 C 1.945 -0.458 0.148  0.000
2 O 2.085 -1.768 0.305  -0.950
3 C 0.455 -0.034 -0.128  -0.103
4 C 0.299 1.472 0.080  -0.404
5 C -1.133 2.061 0.143  -0.618
6 N -0.417 -0.703 0.856  -0.895
7 H 2.445 -0.028 -0.770  0.059
8 H 2.271 0.165 1.024  0.055
9 H 0.226 -0.379 -1.142  0.176
10 H 0.883 2.158 -0.545  0.195
11 H 0.723 1.657 1.078  0.179
12 H -1.762 1.425 0.749  0.210
13 H -1.095 3.052 0.604  0.190
14 H -1.564 2.154 -0.842  0.186
15 H -0.228 -0.252 1.735  0.331
16 H -0.040 -1.639 0.972  0.392
17 H -2.299 -1.521 -0.812  0.484
18 H -2.287 0.002 -0.903  0.480
19 O -2.629 -0.778 -1.341  -0.967

# C6H12NO3PS

A structure of composition C6H12NO3PS in a non-equilibrium geometry (ωB97M-V/def2-TZVPD, the Open Molecules 2025 dataset).

Results
- energy relative to the best compared isomer or geometry (same formula, charge and spin) (kcal per mole) = 0.0
- total charge = 0
- highest occupied orbital energy (spin up / spin down) (eV) = -5.01 / -8.16
- LUMO (spin up / spin down) (eV) = 0.71 / -2.39
- multiplicity = 3
- total energy (Eh) = -1255.6947
- orbital gap (spin up / spin down) (eV) = 5.720 / 5.776

Last column: natural (NBO) charge in e.
Element x y z (Å)
1 C -0.787 1.460 -0.832  -0.091
2 C -0.860 0.355 -1.802  0.365
3 C -0.521 1.137 0.457  0.494
4 C -1.117 0.746 -3.243  -0.688
5 C -1.030 1.692 2.790  -0.249
6 C 2.209 -1.357 1.504  -0.937
7 N 0.248 -2.566 -0.070  -1.189
8 O 0.002 0.000 0.789  -0.750
9 O -0.648 -0.824 -1.537  -0.606
10 O -0.797 2.039 1.394  -0.468
11 P 1.059 -1.081 -0.026  1.691
12 S 2.084 -0.536 -1.599  -0.559
13 H -1.298 2.253 -1.213  0.211
14 H -0.134 0.936 -3.605  0.230
15 H -1.663 1.627 -3.328  0.204
16 H -1.448 -0.130 -3.824  0.230
17 H -0.480 2.409 3.468  0.196
18 H -0.548 0.757 2.965  0.201
19 H -2.051 1.768 2.894  0.193
20 H 2.340 -0.417 2.022  0.236
21 H 1.909 -2.110 2.178  0.224
22 H 3.136 -1.810 1.092  0.246
23 H -0.068 -2.957 -0.944  0.416
24 H 0.464 -3.391 0.469  0.399

# C24H28BrN10O13Ru

A structure of composition C24H28BrN10O13Ru (ωB97M-V/def2-TZVPD, the Open Molecules 2025 dataset).

Results
- total charge = +2
- highest occupied orbital energy (spin up / spin down) (eV) = -14.34 / -14.36
- LUMO (spin up / spin down) (eV) = -6.17 / -7.62
- multiplicity = 6
- total energy (Eh) = -5125.2484
- orbital gap (spin up / spin down) (eV) = 8.170 / 6.743

Last column: Löwdin spin population.
Element x y z (Å)
1 Ru 0.016 0.647 0.053  4.076
2 O -5.430 -1.052 3.083  0.002
3 C -4.310 -0.822 2.412  0.002
4 C -3.929 -1.505 1.253  0.003
5 C -2.747 -1.167 0.642  0.008
6 N -1.927 -0.207 1.106  0.083
7 C -2.316 0.423 2.215  0.009
8 Br -1.111 1.750 2.808  0.048
9 C -3.468 0.175 2.911  0.003
10 H -5.963 -1.755 2.689  0.000
11 H -4.547 -2.289 0.834  0.000
12 H -2.437 -1.668 -0.264  0.001
13 H -3.727 0.719 3.809  0.001
14 C -3.666 1.953 -0.934  0.001
15 C -2.493 2.848 -0.737  0.015
16 N -1.268 2.509 -0.355  0.106
17 C -0.529 3.671 -0.295  0.005
18 C -1.307 4.725 -0.646  0.003
19 N -2.530 4.182 -0.915  0.006
20 C -1.137 6.204 -0.805  0.001
21 O 0.063 6.698 -0.587  0.001
22 O -2.098 6.846 -1.131  0.002
23 C 0.879 3.597 0.096  0.010
24 O 1.597 4.586 0.111  0.016
25 O 1.301 2.394 0.376  0.142
26 H -3.340 0.921 -0.959  0.000
27 H -4.168 2.183 -1.874  0.000
28 H -4.392 2.086 -0.130  0.000
29 H -3.317 4.752 -1.202  0.001
30 H 0.702 6.000 -0.318  0.000
31 C 4.194 -0.873 1.386  0.003
32 C 2.987 -0.209 0.688  0.003
33 N 1.857 -0.042 1.640  0.090
34 C 1.524 -1.345 2.258  0.004
35 C 2.724 -1.895 3.063  0.003
36 N 3.884 -0.963 2.850  0.000
37 C 3.561 0.401 3.391  0.004
38 C 2.270 0.903 2.702  0.005
39 H 5.107 -0.295 1.265  0.000
40 H 4.373 -1.883 1.025  0.000
41 H 2.657 -0.820 -0.147  0.000
42 H 3.251 0.773 0.310  0.000
43 H 1.238 -2.035 1.480  0.000
44 H 0.669 -1.205 2.918  0.000
45 H 3.013 -2.885 2.721  0.000
46 H 2.529 -1.941 4.132  0.000
47 H 4.698 -1.328 3.340  0.000
48 H 4.415 1.047 3.197  0.000
49 H 3.439 0.307 4.468  0.000
50 H 2.422 1.881 2.259  0.000
51 H 1.468 0.980 3.430  0.000
52 N 2.252 0.945 -3.814  0.007
53 C 2.130 1.267 -2.520  0.012
54 N 2.852 2.301 -2.058  0.003
55 O 1.402 0.552 -1.771  0.087
56 H 2.839 1.466 -4.442  0.001
57 H 1.649 0.238 -4.198  0.000
58 H 3.297 2.943 -2.691  0.000
59 H 2.695 2.609 -1.111  0.000
60 O -2.132 -4.726 -5.153  0.000
61 N -1.735 -5.182 -4.102  0.000
62 O -1.749 -6.348 -3.778  0.001
63 C -1.209 -4.223 -3.114  0.004
64 C -1.196 -2.886 -3.412  -0.001
65 C -0.764 -2.003 -2.443  0.005
66 C -0.235 -2.378 -1.171  0.013
67 O 0.224 -1.537 -0.313  0.116
68 C -0.255 -3.790 -0.968  0.007
69 C -0.753 -4.678 -1.895  0.000
70 N 0.253 -4.398 0.275  0.000
71 O -0.214 -5.462 0.607  0.001
72 O 1.070 -3.776 0.941  0.001
73 N -0.874 -0.598 -2.752  0.006
74 O -0.626 -0.193 -3.849  0.046
75 O -1.282 0.156 -1.841  0.035
76 H -1.548 -2.537 -4.374  0.000
77 H -0.769 -5.735 -1.673  0.000

# C30H29CoF2N7O3S

A structure of composition C30H29CoF2N7O3S in a non-equilibrium geometry (ωB97M-V/def2-TZVPD, the Open Molecules 2025 dataset).

Results
- energy relative to the best compared isomer or geometry (same formula, charge and spin) (kcal per mole) = 39.2
- total charge = +1
- highest occupied orbital energy (spin up / spin down) (eV) = -9.24 / -9.21
- LUMO (spin up / spin down) (eV) = -3.39 / -3.39
- total energy (Eh) = -3750.0681
- orbital gap (spin up / spin down) (eV) = 5.856 / 5.827

Last column: Löwdin charge in e.
Element x y z (Å)
1 Co -2.073 2.039 -0.484  0.646
2 N -0.285 0.557 3.077  0.079
3 C -0.964 1.438 2.301  -0.848
4 S -0.100 2.453 1.212  0.711
5 N -2.264 1.506 2.426  0.021
6 N -2.807 2.211 1.460  -0.056
7 C -3.874 2.921 1.582  -0.146
8 C -4.625 3.094 2.840  -0.169
9 C -4.985 1.993 3.613  -0.025
10 C -5.699 2.174 4.786  -0.072
11 C -6.037 3.451 5.208  -0.080
12 C -5.667 4.552 4.451  -0.073
13 C -4.971 4.376 3.267  -0.038
14 C -4.246 3.635 0.361  -0.183
15 C -5.490 4.209 0.142  0.014
16 C -5.724 4.870 -1.053  -0.026
17 C -4.703 4.953 -1.988  -0.026
18 C -3.495 4.341 -1.708  -0.065
19 N -3.276 3.693 -0.569  0.071
20 H 0.702 0.704 3.181  0.083
21 H -0.782 0.122 3.839  0.104
22 H -4.715 1.001 3.279  0.112
23 H -5.992 1.316 5.375  0.105
24 H -6.581 3.589 6.134  0.105
25 H -5.920 5.551 4.782  0.106
26 H -4.666 5.234 2.680  0.121
27 H -6.257 4.129 0.899  0.123
28 H -6.692 5.309 -1.249  0.116
29 H -4.836 5.476 -2.923  0.113
30 H -2.661 4.366 -2.400  0.123
31 F 1.729 -2.892 2.181  0.064
32 C 1.871 -2.359 0.944  -0.185
33 C 1.007 -1.379 0.554  0.097
34 C 1.155 -0.771 -0.695  -0.037
35 C 0.178 0.215 -1.139  -0.299
36 O -0.876 0.360 -0.502  -0.055
37 C 0.536 0.929 -2.324  -0.008
38 C 1.616 0.545 -3.047  0.059
39 N 2.436 -0.483 -2.706  0.011
40 C 3.521 -0.836 -3.587  -0.261
41 C 4.943 -0.609 -3.154  -0.098
42 C 4.333 0.256 -4.214  -0.074
43 C 2.228 -1.151 -1.516  -0.110
44 C 3.053 -2.214 -1.120  0.058
45 C 2.890 -2.843 0.106  -0.140
46 N 3.732 -3.880 0.541  -0.087
47 C 4.980 -4.155 -0.122  -0.135
48 C 4.838 -5.239 -1.198  -0.083
49 N 4.257 -6.465 -0.562  0.062
50 C 2.948 -6.158 0.103  -0.075
51 C 3.181 -5.070 1.153  -0.124
52 C -0.195 2.180 -2.774  -0.560
53 O 0.063 2.636 -3.873  0.071
54 O -0.987 2.710 -1.914  -0.096
55 H 0.215 -1.042 1.210  0.123
56 H 1.839 1.076 -3.962  0.148
57 H 3.309 -1.711 -4.192  0.154
58 H 5.690 -1.336 -3.442  0.102
59 H 5.106 -0.165 -2.182  0.115
60 H 4.637 0.124 -5.242  0.113
61 H 4.104 1.278 -3.951  0.115
62 H 3.836 -2.530 -1.792  0.092
63 H 5.702 -4.495 0.630  0.139
64 H 5.378 -3.245 -0.567  0.134
65 H 5.805 -5.484 -1.634  0.140
66 H 4.158 -4.915 -1.986  0.135
67 H 4.909 -6.801 0.153  0.185
68 H 4.142 -7.206 -1.254  0.188
69 H 2.553 -7.066 0.556  0.141
70 H 2.252 -5.804 -0.657  0.146
71 H 3.880 -5.436 1.914  0.141
72 H 2.242 -4.858 1.652  0.131
73 F -3.507 1.028 -0.914  -0.380

# C25H46HoP2

A structure of composition C25H46HoP2 in a non-equilibrium geometry (ωB97M-V/def2-TZVPD, the Open Molecules 2025 dataset).

Results
- energy relative to the best compared isomer or geometry (same formula, charge and spin) (kcal per mole) = 5.1
- total charge = +1
- highest occupied orbital energy (spin up / spin down) (eV) = -10.55 / -10.56
- LUMO (spin up / spin down) (eV) = -2.72 / -2.59
- multiplicity = 5
- total energy (Eh) = -2610.6860
- orbital gap (spin up / spin down) (eV) = 7.836 / 7.976

Last column: Löwdin spin population.
Element x y z (Å)
1 Ho 0.411 0.130 -0.157  4.049
2 C -0.896 1.348 -2.022  -0.005
3 C -0.948 -0.049 -2.341  -0.006
4 C -2.203 0.299 -0.426  -0.004
5 C -1.669 1.556 -0.833  -0.005
6 C -1.751 -0.695 -1.346  -0.004
7 C -0.117 2.400 -2.723  0.000
8 H 0.693 1.967 -3.326  0.000
9 H 0.319 3.135 -2.021  0.000
10 H -0.739 2.984 -3.421  0.000
11 C -1.885 2.864 -0.140  0.000
12 H -1.313 3.671 -0.621  0.000
13 H -1.609 2.822 0.928  0.000
14 H -2.942 3.177 -0.176  0.000
15 C -3.118 0.081 0.737  0.000
16 H -4.090 0.574 0.586  0.000
17 H -2.708 0.476 1.675  0.000
18 H -3.333 -0.985 0.867  0.000
19 C -2.012 -2.155 -1.229  0.001
20 H -2.958 -2.463 -1.710  0.000
21 H -2.093 -2.474 -0.176  0.000
22 H -1.224 -2.750 -1.711  0.000
23 C -0.270 -0.713 -3.479  0.000
24 H -0.899 -0.802 -4.376  0.000
25 H 0.019 -1.740 -3.209  0.000
26 H 0.627 -0.160 -3.783  0.000
27 C 6.460 -0.219 0.315  0.000
28 C 6.434 0.038 -1.005  0.000
29 C 7.007 -0.884 -2.033  0.000
30 C 6.745 -2.393 -1.760  0.000
31 C 5.477 -2.751 -1.059  0.000
32 C 5.414 -3.069 0.251  0.000
33 C 6.437 -2.662 1.266  0.000
34 C 7.193 -1.319 0.997  0.000
35 H 8.106 -0.753 -2.073  0.000
36 H 7.604 -2.800 -1.194  0.000
37 H 6.622 -0.627 -3.036  0.000
38 H 8.146 -1.521 0.487  0.000
39 H 6.042 0.490 1.029  0.000
40 H 6.128 1.018 -1.386  0.000
41 H 7.428 -0.920 1.996  0.000
42 H 5.947 -2.593 2.265  0.000
43 H 4.628 -3.728 0.638  0.000
44 H 7.220 -3.445 1.363  0.000
45 H 6.722 -2.895 -2.742  0.000
46 H 4.602 -2.846 -1.716  0.000
47 P 3.052 0.723 0.190  -0.004
48 P 1.235 -2.282 1.059  -0.004
49 C 3.712 -0.765 1.073  0.000
50 C 2.818 -1.756 1.863  0.000
51 H 4.526 -0.437 1.737  0.000
52 H 4.211 -1.279 0.236  0.000
53 H 3.411 -2.673 2.045  0.000
54 H 2.580 -1.303 2.844  0.000
55 C 0.367 -3.020 2.488  -0.001
56 H -0.590 -3.416 2.136  0.000
57 H 0.176 -2.254 3.245  0.000
58 H 0.960 -3.833 2.922  0.000
59 C 1.682 -3.792 0.106  -0.001
60 H 2.212 -4.505 0.754  0.000
61 H 2.312 -3.537 -0.754  0.000
62 H 0.759 -4.260 -0.259  0.000
63 C 4.148 2.131 0.560  -0.001
64 H 3.759 2.979 -0.010  0.000
65 H 5.199 1.968 0.286  0.000
66 H 4.069 2.376 1.636  0.000
67 C 3.289 0.244 -1.607  0.000
68 H 2.554 -0.505 -1.968  0.000
69 H 4.295 -0.180 -1.780  0.000
70 H 3.188 1.146 -2.230  0.000
71 C 0.179 0.905 2.015  -0.013
72 H -0.725 0.594 2.566  0.000
73 H 0.123 2.011 1.921  -0.001
74 H 1.036 0.699 2.686  0.000